Record 1
A structure of composition C23H32N4O2RbS2, computed with the ωB97M-V functional and the def2-TZVPD basis.

Last column: Mulliken charge in e.
Atoms and positions in Å:
Rb: 0.09 0.28 1.31  0.869
N: 1.15 3.21 5.72  -0.468
C: 0.40 2.73 4.65  0.372
S: 0.94 3.16 3.08  -0.552
N: -0.67 2.08 5.02  -0.972
N: -1.23 1.29 4.05  0.437
C: -2.49 1.12 4.18  -0.772
C: -3.25 0.16 3.37  0.780
C: -4.64 0.09 3.54  -0.708
C: -5.37 -0.83 2.82  -0.340
C: -4.70 -1.67 1.94  -0.613
C: -3.32 -1.53 1.83  -0.131
N: -2.61 -0.65 2.52  -0.098
H: 1.68 4.04 5.51  0.222
H: 0.65 3.21 6.59  0.242
H: -3.04 1.67 4.94  0.279
H: -5.12 0.76 4.25  0.324
H: -6.44 -0.90 2.93  0.402
H: -5.21 -2.40 1.34  0.396
H: -2.76 -2.16 1.14  0.346
C: 2.24 -0.70 -1.72  -0.734
C: 1.38 0.05 -2.75  0.602
C: 0.77 1.33 -2.17  -0.888
C: 0.31 -0.86 -3.30  0.301
C: 0.33 -1.21 -4.65  -0.770
C: -0.61 -2.05 -5.21  -1.115
C: -1.60 -2.56 -4.38  -0.741
C: -1.68 -2.25 -3.03  0.561
C: -2.80 -2.82 -2.20  0.614
C: -3.72 -1.73 -1.67  -1.331
C: -2.28 -3.73 -1.08  -1.531
C: -0.71 -1.38 -2.43  0.266
O: -0.75 -1.07 -1.17  -0.615
H: 2.94 -0.04 -1.22  -0.205
H: 2.79 -1.51 -2.20  0.375
H: 1.58 -1.14 -0.97  0.099
H: 2.03 0.34 -3.58  0.404
H: -0.05 1.04 -1.51  0.003
H: 0.36 1.96 -2.96  0.358
H: 1.51 1.91 -1.62  0.074
H: 1.12 -0.79 -5.27  0.346
H: -0.58 -2.31 -6.26  0.310
H: -2.36 -3.23 -4.79  0.319
H: -3.40 -3.45 -2.87  0.450
H: -3.17 -1.06 -1.01  0.173
H: -4.56 -2.15 -1.11  0.327
H: -4.13 -1.13 -2.49  0.352
H: -1.67 -3.14 -0.39  0.127
H: -1.65 -4.52 -1.49  0.389
H: -3.11 -4.20 -0.54  0.417
O: 2.94 0.55 1.39  -0.530
S: 3.99 1.53 1.77  0.308
C: 3.79 2.95 0.64  0.154
C: 5.08 3.11 -0.16  -0.737
C: 5.59 1.69 -0.41  -0.362
C: 5.53 1.00 0.95  -0.749
H: 3.51 3.82 1.23  0.435
H: 2.95 2.66 0.02  -0.397
H: 5.82 3.68 0.41  0.302
H: 4.89 3.65 -1.09  0.345
H: 6.59 1.67 -0.84  0.344
H: 4.92 1.18 -1.11  0.136
H: 6.36 1.32 1.59  0.418
H: 5.49 -0.08 0.92  0.379

The value obtained for the relative energy (zero: lowest compared OMol25 entry of this formula, charge and spin) is 0.0000 eV. As for the net charge: -1. The LUMO energy is 0.0787 Ha. For the total energy, the calculation gives -56754.0120 eV. Its orbital gap is 5.8 eV. The HOMO energy comes out at -3.68 eV.



Record 2
A structure of composition C23H32N4O5PS2W at a distorted geometry, computed with the ωB97M-V functional and the def2-TZVPD basis.

Last column: Mulliken charge in e.
Atoms and positions in Å:
W: 0.68 0.55 0.98  1.260
O: 1.38 -1.38 1.30  -0.784
C: 0.77 -2.40 1.86  1.074
C: 1.14 -3.71 1.53  -0.803
C: 0.50 -4.79 2.08  -0.481
C: -0.52 -4.63 3.02  -0.911
C: -0.86 -3.36 3.42  -0.745
C: -0.24 -2.23 2.84  0.460
C: -0.48 -0.95 3.42  -0.272
N: -0.17 0.20 2.91  -0.135
C: 0.10 1.25 3.89  -0.762
C: 1.62 1.31 3.87  -0.694
N: 1.91 1.59 2.47  -0.156
C: 2.56 2.67 2.21  -0.306
C: 2.42 3.43 1.01  0.281
C: 3.38 4.39 0.64  -0.666
C: 3.15 5.24 -0.41  -0.828
C: 1.92 5.18 -1.08  -0.466
C: 0.95 4.28 -0.71  -0.454
C: 1.18 3.37 0.33  0.957
O: 0.25 2.51 0.68  -0.880
H: 1.94 -3.85 0.81  0.439
H: 0.80 -5.79 1.78  0.433
H: -1.01 -5.49 3.46  0.431
H: -1.61 -3.21 4.18  0.422
H: -0.89 -0.94 4.43  0.385
H: -0.28 1.00 4.88  0.542
H: -0.33 2.19 3.55  0.281
H: 2.02 0.34 4.17  0.235
H: 2.02 2.09 4.52  0.569
H: 3.14 3.10 3.03  0.493
H: 4.30 4.45 1.21  0.451
H: 3.90 5.97 -0.69  0.434
H: 1.72 5.87 -1.89  0.422
H: 0.00 4.24 -1.22  0.525
N: 3.88 0.89 -1.77  -0.396
C: 3.16 0.16 -0.91  0.559
N: 3.12 -1.17 -1.00  -0.278
O: 2.55 0.77 0.01  -0.481
H: 4.38 0.48 -2.54  0.188
H: 3.79 1.89 -1.71  0.200
H: 3.49 -1.66 -1.80  0.196
H: 2.52 -1.63 -0.33  0.153
C: -4.31 0.84 -3.33  -1.156
C: -4.05 1.06 -1.86  0.461
C: -4.66 -0.01 -0.97  -1.241
O: -2.60 1.19 -1.65  -0.343
P: -1.53 0.07 -1.42  0.946
S: 0.29 0.82 -1.68  -0.631
S: -1.51 -0.70 0.43  -0.399
O: -1.93 -1.04 -2.46  0.069
C: -1.14 -2.26 -2.59  1.131
C: -0.48 -2.24 -3.95  -1.449
C: -2.07 -3.43 -2.38  -1.456
H: -5.38 0.93 -3.52  0.453
H: -3.97 -0.15 -3.64  0.139
H: -3.79 1.60 -3.93  0.336
H: -4.41 2.03 -1.55  0.389
H: -4.34 -1.00 -1.27  0.211
H: -5.75 0.04 -1.08  0.485
H: -4.42 0.16 0.08  0.296
H: -0.38 -2.25 -1.80  -0.234
H: -1.23 -2.24 -4.74  0.319
H: 0.15 -3.12 -4.07  0.428
H: 0.14 -1.35 -4.06  0.289
H: -2.87 -3.41 -3.12  0.313
H: -2.51 -3.39 -1.38  0.293
H: -1.52 -4.37 -2.48  0.454

The value obtained for the relative energy (zero: lowest compared OMol25 entry of this formula, charge and spin) is 0.0000 eV. As for the net charge: +1. The LUMO energy (alpha / beta) is -0.1146 / -0.1122 Ha. For the total energy, the calculation gives -73354.0223 eV. Its orbital gap (alpha / beta) is 6.5 / 7.8 eV. The HOMO energy (alpha / beta) comes out at -9.61 / -10.81 eV. As for the spin multiplicity: 3.



Record 3
A structure of composition C23H32N6O4PV at a distorted geometry, computed with the ωB97M-V functional and the def2-TZVPD basis.

Last column: Mulliken charge in e.
Atoms and positions in Å:
V: -1.15 0.83 0.06  -0.192
O: -0.52 1.42 -1.41  -0.429
C: 0.47 2.16 -1.98  0.356
C: 0.64 2.15 -3.35  -0.588
C: 1.66 2.93 -3.88  -0.588
C: 2.48 3.70 -3.06  -0.787
C: 2.29 3.70 -1.69  -1.045
C: 1.27 2.93 -1.13  0.645
C: 1.08 2.92 0.30  0.034
N: 0.20 2.23 0.93  0.438
C: 0.20 2.30 2.40  -0.916
C: -0.31 0.96 2.90  -0.342
N: -1.49 0.74 2.07  0.539
C: -2.67 0.67 2.57  -0.074
C: -3.87 0.85 1.82  0.676
C: -5.12 0.60 2.40  -0.761
C: -6.28 0.96 1.74  -0.764
C: -6.20 1.64 0.52  -0.548
C: -4.98 1.94 -0.07  -0.668
C: -3.83 1.50 0.58  0.865
O: -2.63 1.75 0.01  -0.427
H: -0.02 1.56 -3.97  0.595
H: 1.81 2.93 -4.95  0.467
H: 3.27 4.30 -3.50  0.452
H: 2.92 4.31 -1.05  0.455
H: 1.75 3.54 0.88  0.421
H: -0.49 3.10 2.70  0.323
H: 1.20 2.53 2.77  0.576
H: -0.58 0.99 3.96  0.641
H: 0.41 0.17 2.71  -0.252
H: -2.75 0.56 3.66  0.495
H: -5.18 0.12 3.37  0.469
H: -7.24 0.75 2.17  0.442
H: -7.11 1.95 0.02  0.440
H: -4.91 2.47 -1.00  0.518
C: 3.40 0.00 0.62  -0.773
N: 2.76 -1.31 0.62  0.593
C: 3.68 -2.40 0.93  -1.097
P: 1.33 -1.54 -0.12  -1.280
O: 0.43 -0.38 0.34  0.513
N: 0.74 -2.97 0.38  0.598
C: 0.60 -4.17 -0.44  -0.928
C: 0.51 -3.21 1.81  -1.106
N: 1.49 -1.53 -1.75  0.755
C: 0.37 -1.43 -2.67  -0.789
C: 2.68 -2.14 -2.36  -1.058
H: 4.11 0.11 -0.21  0.299
H: 3.95 0.13 1.55  0.399
H: 2.65 0.78 0.54  -0.027
H: 4.55 -2.39 0.27  0.397
H: 3.18 -3.36 0.84  0.313
H: 4.03 -2.30 1.96  0.324
H: 0.74 -3.94 -1.49  0.282
H: -0.41 -4.58 -0.32  0.295
H: 1.32 -4.93 -0.14  0.312
H: 0.75 -2.32 2.38  0.219
H: 1.14 -4.03 2.16  0.435
H: -0.53 -3.48 1.98  0.325
H: -0.39 -0.75 -2.30  0.052
H: -0.09 -2.40 -2.87  0.286
H: 0.74 -1.03 -3.62  0.389
H: 3.40 -2.46 -1.61  0.274
H: 3.16 -1.43 -3.03  0.320
H: 2.39 -3.02 -2.94  0.402
O: -2.57 -3.03 0.16  -0.446
C: -2.33 -1.90 0.01  0.787
N: -2.12 -0.72 -0.14  -0.532

The value obtained for the relative energy (zero: lowest compared OMol25 entry of this formula, charge and spin) is 0.0000 eV. As for the net charge: +2. The LUMO energy is -0.2915 Ha. For the total energy, the calculation gives -76467.3211 eV. Its orbital gap is 6.9 eV. The HOMO energy comes out at -14.79 eV.